1.
Formula: C23H34N4O2
Source: the Open Molecules 2025 dataset
Level of theory: ωB97M-V/def2-TZVPD

The HOMO energy is -0.2980 hartree. As for the SMILES: Cc1ccc(-c2ccc(=O)n(CC(=O)NCCN(CC(C)C)CC(C)C)n2)cc1. For the LUMO energy, the calculation gives -0.137 eV.

```
! wB97M-V def2-TZVPD RIJCOSX def2/J DEFGRID3
* xyz 0 1
C 1.58764 -8.59769 -1.36677
C 1.70870 -7.14067 -1.04576
C 1.80364 -6.18621 -2.04970
C 1.93565 -4.84384 -1.74786
C 1.97567 -4.41860 -0.42227
C 2.12138 -3.00540 -0.06703
C 2.70421 -2.04279 -0.94217
C 2.81896 -0.75977 -0.52500
C 2.33628 -0.35923 0.77099
O 2.35867 0.78175 1.22563
N 1.82366 -1.40302 1.52436
C 1.36108 -1.14839 2.87297
C -0.07707 -0.58497 2.90856
O -0.99997 -1.22719 3.36075
N -0.16663 0.66201 2.42707
C -1.42310 1.37155 2.36405
C -1.96358 1.53837 0.92065
N -1.68104 2.79392 0.26591
C -0.28643 3.01907 -0.07117
C 0.19914 2.16289 -1.24727
C -0.70763 2.34934 -2.45893
C 1.63964 2.54204 -1.58054
C -2.30455 3.94725 0.89478
C -2.84460 4.93065 -0.15444
C -3.97678 4.28207 -0.94382
C -3.31902 6.21475 0.51977
N 1.72608 -2.65220 1.12627
C 1.86586 -5.37525 0.58827
C 1.73716 -6.71193 0.27849
H 1.38770 -8.75064 -2.42420
H 0.78626 -9.05179 -0.78683
H 2.51380 -9.11406 -1.11362
H 1.77053 -6.49611 -3.08456
H 1.98275 -4.12760 -2.55456
H 3.07811 -2.34415 -1.90812
H 3.26939 0.00854 -1.13340
H 2.03853 -0.42852 3.34004
H 1.36444 -2.09791 3.40833
H 0.66836 1.09385 2.03976
H -2.13156 0.78701 2.95488
H -1.30091 2.35443 2.82758
H -3.05067 1.42701 0.94263
H -1.56569 0.72832 0.30555
H -0.18870 4.06706 -0.36321
H 0.38212 2.85608 0.78994
H 0.18301 1.10682 -0.95579
H -0.68560 3.38501 -2.79024
H -1.73095 2.09292 -2.20124
H -0.38273 1.71619 -3.28189
H 1.70165 3.59210 -1.85929
H 2.00591 1.94629 -2.41428
H 2.28077 2.37455 -0.71844
H -3.14370 3.60476 1.50466
H -1.60403 4.47771 1.55968
H -2.03622 5.17659 -0.84969
H -3.64006 3.33682 -1.35904
H -4.29856 4.92844 -1.75705
H -4.83032 4.09258 -0.29605
H -4.11122 5.99748 1.23353
H -2.50214 6.69849 1.05137
H -3.70644 6.91140 -0.21995
H 1.88579 -5.04755 1.61537
H 1.65736 -7.44061 1.07234
*
```

Now the natural (NBO) charges, all in e: atom 1 (C): -0.63, atom 2 (C): -0.01, atom 3 (C): -0.20, atom 4 (C): -0.21, atom 5 (C): -0.01, atom 6 (C): 0.12, atom 7 (C): -0.16, atom 8 (C): -0.26, atom 9 (C): 0.59, atom 10 (O): -0.67, atom 11 (N): -0.18, atom 12 (C): -0.31, atom 13 (C): 0.66, atom 14 (O): -0.62, atom 15 (N): -0.63, atom 16 (C): -0.26, atom 17 (C): -0.22, atom 18 (N): -0.47, atom 19 (C): -0.21, atom 20 (C): -0.22, atom 21 (C): -0.61, atom 22 (C): -0.61, atom 23 (C): -0.21, atom 24 (C): -0.22, atom 25 (C): -0.61, atom 26 (C): -0.60, atom 27 (N): -0.18, atom 28 (C): -0.19, atom 29 (C): -0.20, atom 30 (H): 0.22, atom 31 (H): 0.22, atom 32 (H): 0.22, atom 33 (H): 0.21, atom 34 (H): 0.21, atom 35 (H): 0.23, atom 36 (H): 0.24, atom 37 (H): 0.24, atom 38 (H): 0.25, atom 39 (H): 0.43, atom 40 (H): 0.24, atom 41 (H): 0.20, atom 42 (H): 0.20, atom 43 (H): 0.20, atom 44 (H): 0.20, atom 45 (H): 0.17, atom 46 (H): 0.19, atom 47 (H): 0.20, atom 48 (H): 0.22, atom 49 (H): 0.20, atom 50 (H): 0.20, atom 51 (H): 0.20, atom 52 (H): 0.23, atom 53 (H): 0.19, atom 54 (H): 0.17, atom 55 (H): 0.19, atom 56 (H): 0.22, atom 57 (H): 0.21, atom 58 (H): 0.20, atom 59 (H): 0.20, atom 60 (H): 0.21, atom 61 (H): 0.21, atom 62 (H): 0.23, atom 63 (H): 0.21



2.
Formula: C5H15NO
Source: the Open Molecules 2025 dataset
Level of theory: ωB97M-V/def2-TZVPD

The HOMO energy is -0.3252 hartree. As for the SMILES: CNCC(C)C.O. For the LUMO energy, the calculation gives 0.760 eV.

```
! wB97M-V def2-TZVPD RIJCOSX def2/J DEFGRID3
* xyz 0 1
C -1.72254 -0.69746 0.43196
N -1.11710 0.35048 -0.38682
C 0.10575 0.03758 -1.10278
C 1.15028 -0.83499 -0.40171
C 2.45342 -0.05141 -0.16588
C 1.39252 -2.14127 -1.15195
H -1.11929 -1.01661 1.28582
H -2.68437 -0.32777 0.78294
H -1.87342 -1.56859 -0.19073
H -0.91839 1.19245 0.14938
H -0.14415 -0.43004 -2.05959
H 0.55313 1.00676 -1.33960
H 0.76879 -1.04294 0.59528
H 3.06087 -0.52152 0.60034
H 3.04893 -0.03895 -1.08905
H 2.20785 0.97858 0.06304
H 1.72359 -2.95144 -0.47932
H 0.49912 -2.54118 -1.61386
H 2.17596 -2.00890 -1.87991
O -1.93384 2.94855 2.34554
H -2.55418 3.16963 1.64419
H -1.36107 2.25844 1.99367
*
```

Now the natural (NBO) charges, all in e: atom 1 (C): -0.42, atom 2 (N): -0.62, atom 3 (C): -0.21, atom 4 (C): -0.25, atom 5 (C): -0.59, atom 6 (C): -0.61, atom 7 (H): 0.17, atom 8 (H): 0.21, atom 9 (H): 0.20, atom 10 (H): 0.33, atom 11 (H): 0.18, atom 12 (H): 0.19, atom 13 (H): 0.20, atom 14 (H): 0.21, atom 15 (H): 0.20, atom 16 (H): 0.20, atom 17 (H): 0.21, atom 18 (H): 0.21, atom 19 (H): 0.20, atom 20 (O): -0.93, atom 21 (H): 0.47, atom 22 (H): 0.46



3.
Formula: C2H6N4S
Source: the Open Molecules 2025 dataset
Level of theory: ωB97M-V/def2-TZVPD

The HOMO energy is -0.3424 hartree. For the LUMO energy, the calculation gives -0.908 eV.

```
! wB97M-V def2-TZVPD RIJCOSX def2/J DEFGRID3
* xyz 0 1
C -1.89518 0.36238 0.14332
C 0.66785 2.17991 -0.77711
N -2.72469 1.04870 -0.24462
N 1.43607 -1.39020 1.18082
N 0.58763 -1.40883 -1.10634
N -1.04968 -0.49549 0.76897
S 0.63385 -0.38925 0.29572
H -0.44022 1.99544 -0.75994
H 0.74926 3.05301 0.00302
H 1.58397 -1.07873 2.15433
H 1.48546 -1.97389 -1.15121
H 0.33000 -0.76809 -1.88737
H -1.36432 -1.13497 1.38042
*
```

Now the natural (NBO) charges, all in e: atom 1 (C): 0.39, atom 2 (C): -0.31, atom 3 (N): -0.35, atom 4 (N): -1.13, atom 5 (N): -1.01, atom 6 (N): -0.86, atom 7 (S): 1.45, atom 8 (H): 0.09, atom 9 (H): 0.10, atom 10 (H): 0.38, atom 11 (H): 0.43, atom 12 (H): 0.40, atom 13 (H): 0.42



4.
Formula: H4N2O2S
Source: the Open Molecules 2025 dataset
Level of theory: ωB97M-V/def2-TZVPD

The HOMO energy (spin up / spin down) is -0.2393 / -0.3838 hartree. For the LUMO energy (spin up / spin down), the calculation gives 0.737 / -3.323 eV.

```
! wB97M-V def2-TZVPD RIJCOSX def2/J DEFGRID3
* xyz 0 3
N -0.95415 0.67884 1.61762
N -1.33796 -0.01275 -0.87047
O 0.46820 -1.47930 0.80075
O 1.41092 0.46915 -0.17204
S -0.07001 0.12556 0.66132
H -1.75466 0.91694 -0.67306
H -0.90493 -0.19771 -1.83536
H 1.10213 -1.51942 0.09715
H 2.04045 1.01868 0.37409
*
```

Now the natural (NBO) charges, all in e: atom 1 (N): -0.72, atom 2 (N): -0.79, atom 3 (O): -0.86, atom 4 (O): -0.98, atom 5 (S): 1.64, atom 6 (H): 0.36, atom 7 (H): 0.37, atom 8 (H): 0.49, atom 9 (H): 0.48



Computed energy above the lowest of the compared OMol25 structures with the same formula, charge and spin (kJ/mol) in order:
144.6 105.4 732.5 364.0
Computed electronic energy (eV) in order:
-34458.8557 -8965.2663 -18959.4536 -17967.1000
Computed M (Da) in order:
398.55 105.18 118.16 96.11